22
Properties=species:S:1:pos:R:3:forces:R:3:nbo_charge:R:1 method="wB97M-V/def2-TZVPD" total_charge=+1 lumo_ev=-3.28 orbital_gap_ev=9.64
C -2.72044 0.64786 -1.16983 1.915 2.950 -2.859 -0.69
S -1.52980 1.77711 -0.36043 0.959 -2.708 0.462 0.16
C -0.28291 0.19567 0.15754 -2.463 1.361 0.066 -0.26
S -0.93838 -1.07320 1.26198 -0.120 0.237 -0.671 0.27
C -0.56772 -2.56668 0.27910 1.798 0.299 -1.301 -0.75
N 0.89705 0.84264 0.75077 0.215 3.729 -0.057 -0.42
C 1.49928 1.81624 -0.22997 -0.076 -3.954 -3.226 -0.41
C 1.95865 -0.13611 1.02416 1.375 0.959 0.398 -0.41
H -3.39168 1.22776 -1.83234 0.591 -0.229 0.298 0.26
H -3.25596 0.19497 -0.48484 -2.760 -2.180 3.522 0.21
H -2.17478 -0.08868 -1.71714 0.326 -0.296 -0.698 0.21
H -0.05208 -0.31007 -0.76373 0.443 0.222 -0.464 0.23
H -1.26383 -2.75092 -0.52662 -0.536 0.210 0.018 0.23
H -0.65315 -3.36556 0.99013 0.182 -0.506 0.250 0.26
H 0.47222 -2.59383 -0.26319 -1.675 0.201 1.522 0.22
H 0.51227 1.55845 1.46125 0.991 -2.132 -0.134 0.47
H 1.74517 1.11752 -1.14046 0.133 1.404 1.575 0.21
H 0.75717 2.40297 -0.65029 -1.249 1.613 -0.233 0.25
H 2.35181 2.30048 0.10959 1.337 0.778 0.932 0.24
H 1.91838 -0.72859 0.16435 0.128 -1.261 -1.205 0.21
H 3.01349 0.22498 1.08221 -1.184 0.455 0.177 0.25
H 1.70521 -0.69302 1.85776 -0.331 -1.152 1.629 0.24

***

21
Properties=species:S:1:pos:R:3:forces:R:3:nbo_charge:R:1 method="wB97M-V/def2-TZVPD" total_charge=+1 lumo_ev=-5.60 orbital_gap_ev=5.11
C 1.05790 3.38013 3.75290 1.009 -2.346 1.190 -0.64
C 1.26154 2.43419 2.58677 -0.802 -0.048 -1.753 -0.73
C -0.56278 -2.89985 -2.97402 0.293 -5.328 -2.607 -0.48
C -1.07133 -0.62701 -2.16550 -1.708 1.609 -1.144 -0.47
C 0.26306 -2.26247 -0.88349 -1.790 0.462 -5.205 0.15
N -0.41033 -1.93146 -1.98526 1.496 0.399 3.821 -0.22
Si -0.05291 1.61908 1.74226 -0.128 0.688 1.311 0.85
H 1.67928 2.99028 4.62599 -0.459 0.520 -1.025 0.23
H 1.42988 4.33792 3.50941 0.166 1.187 -0.159 0.23
H 2.20225 2.59580 2.03340 -0.248 -0.501 0.549 0.23
H -1.45713 -3.64767 -2.81606 1.044 2.135 -0.317 0.27
H -0.49404 -2.56042 -4.04227 -0.433 0.156 1.287 0.27
H 0.27170 -3.69948 -2.89004 -0.973 1.540 -0.065 0.24
H -1.85746 -0.60307 -3.06565 1.921 -0.522 2.121 0.27
H -1.57959 -0.34055 -1.23890 -0.157 -0.384 -0.199 0.25
H -0.37828 0.23373 -2.31868 0.030 -1.092 -0.204 0.27
H 0.80755 -3.16511 -0.90557 0.198 -1.069 0.169 0.22
H 0.41141 -1.57297 -0.15859 0.080 2.101 2.353 0.22
H 0.06481 3.38861 4.16733 -0.565 0.221 -0.232 0.22
H -0.18329 0.58458 0.64186 0.622 0.468 0.303 -0.22
H -1.40224 1.74575 2.38411 0.405 -0.197 -0.195 -0.15

***

20
Properties=species:S:1:pos:R:3:forces:R:3:nbo_charge:R:1 method="wB97M-V/def2-TZVPD" total_charge=0 lumo_ev=0.91 orbital_gap_ev=11.27
C 0.96791 -1.58362 -1.45166 -0.069 -0.010 -0.043 -0.61
C 1.21047 -1.76571 0.04621 -0.116 -0.168 0.125 -0.39
C 2.28955 -0.81779 0.56840 0.016 0.000 0.090 -0.61
H 0.64537 -0.54934 -1.65868 0.109 -0.357 -0.026 0.21
H 0.18720 -2.27441 -1.81207 0.303 0.285 0.052 0.21
H 1.89777 -1.78083 -2.01120 -0.356 0.092 0.100 0.20
H 0.26636 -1.58243 0.59441 0.373 -0.171 -0.180 0.19
H 1.51616 -2.81138 0.24264 -0.213 0.413 -0.007 0.19
H 1.98860 0.22899 0.39439 0.184 -0.310 0.070 0.20
H 2.45212 -0.96200 1.64978 0.009 0.113 -0.399 0.21
H 3.24099 -1.00250 0.04188 -0.278 0.151 0.223 0.20
C -2.63395 1.02915 0.19291 -0.251 -0.201 -0.084 -0.63
C -1.53945 1.92027 0.73502 0.086 0.077 0.189 -0.06
O -0.81225 2.43499 -0.38392 0.611 0.476 0.535 -0.73
H -2.19851 0.20036 -0.39030 -0.178 0.314 0.206 0.21
H -3.30661 1.60608 -0.46382 0.263 -0.243 0.243 0.21
H -3.22837 0.60379 1.01895 0.211 0.148 -0.311 0.21
H -1.97486 2.74725 1.32830 0.146 -0.267 -0.207 0.16
H -0.86905 1.34445 1.40167 -0.204 0.180 -0.223 0.16
H -0.09947 3.01470 -0.04290 -0.645 -0.522 -0.352 0.47

***

20
Properties=species:S:1:pos:R:3:forces:R:3:nbo_charge:R:1 method="wB97M-V/def2-TZVPD" total_charge=0 lumo_ev=0.89 orbital_gap_ev=11.10
C -2.42645 0.63566 -0.20601 1.512 2.177 1.517 -0.61
C -1.04878 1.24691 0.46398 -2.431 -1.826 -0.720 -0.39
C -1.31169 1.80031 1.81990 0.016 2.619 0.294 -0.61
H -2.86850 1.41738 -0.90913 0.040 -0.995 1.457 0.21
H -3.00997 0.26744 0.67463 -0.198 0.606 -1.129 0.20
H -2.19575 -0.18958 -0.80497 0.398 -1.364 -0.957 0.20
H -0.27111 0.50409 0.59326 -0.081 -0.324 -0.514 0.19
H -0.72905 2.00722 -0.18154 0.883 0.993 -0.987 0.19
H -2.13209 1.25547 2.29702 0.867 -0.272 0.717 0.21
H -0.29702 1.94863 2.30422 -1.573 -0.506 0.300 0.21
H -1.74731 2.84701 1.73676 0.488 -0.992 0.059 0.20
C 1.81541 -2.33424 -1.47365 -1.990 3.580 -1.156 -0.62
C 1.78350 -1.05794 -0.56260 -1.197 0.105 0.043 -0.05
O 2.99228 -1.04348 0.18977 -0.606 -1.111 0.547 -0.75
H 2.60015 -2.31696 -2.20011 0.778 0.079 -0.109 0.21
H 0.87065 -2.40923 -2.06937 0.541 -0.111 0.739 0.20
H 1.90694 -3.06281 -0.77948 0.336 -2.951 1.630 0.21
H 1.68534 -0.12576 -1.16134 -0.062 -0.507 0.374 0.16
H 0.83784 -1.10421 0.18695 2.245 -0.032 -1.701 0.16
H 3.54561 -0.28588 0.08171 0.036 0.832 -0.406 0.48

***

20
Properties=species:S:1:pos:R:3:forces:R:3:nbo_charge:R:1 method="wB97M-V/def2-TZVPD" total_charge=0 lumo_ev=0.99 orbital_gap_ev=11.14
C 0.50718 2.00261 -0.26618 0.441 -0.388 0.586 -0.61
C 1.71563 1.22338 -0.83299 -1.043 0.107 -0.305 -0.40
C 1.27526 0.41034 -2.03858 -0.491 -0.517 -0.937 -0.61
H 0.59623 2.25724 0.79442 0.376 0.053 -0.078 0.21
H -0.39518 1.39182 -0.30057 -0.131 0.280 -0.456 0.20
H 0.44024 2.94235 -0.80668 -0.586 -0.030 -0.127 0.21
H 2.37503 1.98908 -1.22024 0.811 -0.127 0.354 0.20
H 2.17308 0.57573 -0.08949 0.241 0.173 0.074 0.20
H 2.00410 -0.27640 -2.47575 0.391 0.194 0.321 0.21
H 0.39830 -0.22640 -1.86647 0.033 0.183 0.361 0.20
H 0.98464 1.06022 -2.87214 -0.018 0.107 0.169 0.20
C -0.57798 -1.90346 1.44251 1.516 -0.264 -1.025 -0.65
C -1.60220 -0.88256 1.05262 -2.456 -1.291 0.565 -0.07
O -2.85264 -1.02675 1.80807 0.524 0.335 0.359 -0.74
H 0.32254 -1.74576 0.82853 -0.075 0.237 0.051 0.22
H -0.84179 -2.91930 1.13315 -0.504 0.093 0.253 0.21
H -0.19885 -1.93583 2.44987 -0.345 0.292 0.607 0.22
H -1.37253 0.16751 1.17538 0.473 -0.048 -0.155 0.19
H -1.95983 -1.15170 0.05735 0.729 0.661 -0.528 0.17
H -2.99123 -1.95211 2.02722 0.114 -0.049 -0.090 0.46

***

20
Properties=species:S:1:pos:R:3:forces:R:3:nbo_charge:R:1 method="wB97M-V/def2-TZVPD" spin_multiplicity=2 total_charge=+1 lumo_ev="-3.69 / -9.97" orbital_gap_ev="11.00 / 4.72"
C -1.03567 1.20620 -1.62473 1.725 -1.487 -2.000 0.08
C -1.22542 -0.20055 -2.17739 0.488 -0.902 1.083 -0.65
C -1.07285 1.16202 -0.03680 -1.025 -0.251 1.387 -0.55
O 0.20148 1.57361 -2.16918 -0.169 0.393 1.144 -0.29
H -1.75822 1.96768 -1.92486 -0.243 0.467 0.221 0.29
H -0.21009 -0.65681 -2.34376 -1.003 0.703 -0.523 0.26
H -0.45030 1.86235 0.50846 -0.232 0.713 -0.406 0.25
H -2.17501 1.27389 0.13286 1.088 0.141 0.173 0.27
H -0.75268 0.18538 0.34072 -0.022 0.069 -0.745 0.27
H 0.51975 2.48527 -1.97857 -0.412 0.047 -0.030 0.52
H -1.91505 -0.21485 -3.01415 0.231 -0.095 -0.334 0.27
H -1.59560 -0.88679 -1.40962 -0.523 0.337 -0.105 0.25
C 2.14121 -1.51933 1.85572 -0.343 1.637 -0.307 -0.61
C 0.68382 -0.97525 1.99863 1.254 -0.562 0.312 -0.61
H 2.66399 -1.15476 2.73082 0.088 -0.301 0.493 0.22
H 2.24960 -2.58056 1.78685 -0.081 -0.577 -0.109 0.22
H 2.71813 -1.00359 1.07288 -0.443 -0.483 -0.291 0.20
H 0.35550 -1.28587 2.97993 -0.268 0.354 0.412 0.23
H 0.75328 0.10676 1.92472 -0.275 0.147 0.275 0.18
H -0.09585 -1.34480 1.34747 0.164 -0.351 -0.652 0.18